80
Properties=species:S:1:pos:R:3 method="wB97M-V/def2-TZVPD" lumo_energy_ev="1.73 / 1.23" homo_ev="-2.928 / -2.874" charge=-1 gap_ev="4.65 / 4.10" e_tot_ev=-43578.1665
O 3.0859 -0.7511 -3.6506
C 3.5223 -2.1615 -3.6864
C 3.5314 -2.2472 -5.2048
H 2.8008 -2.8160 -3.1776
H 4.5206 -2.2611 -3.2367
C 3.2764 -0.7305 -5.1836
H 2.7081 -2.8312 -5.6251
H 4.4801 -2.5810 -5.6281
C 2.0189 -0.2695 -5.8917
H 1.2060 -0.9948 -5.7625
H 2.2225 -0.1341 -6.9671
H 1.6961 0.6947 -5.4752
C 4.5037 0.1044 -5.5209
H 5.4126 -0.3192 -5.0737
H 4.3821 1.1239 -5.1355
H 4.6313 0.1679 -6.6122
Cd 3.2969 0.1454 -1.8034
C 2.2815 1.7028 1.9988
C 1.7183 0.4296 1.7183
C 2.5310 -0.2379 0.7874
H 0.8101 0.0418 2.1814
C 3.5910 0.6705 0.3723
C 3.4293 1.8520 1.2100
H 4.1070 2.7089 1.2334
H 1.8792 2.4189 2.7236
H 2.4117 -1.2781 0.4856
H 4.6073 0.3782 0.0652
C -0.8537 2.4522 0.6493
C 0.1138 3.2676 -0.0014
C 0.3339 2.7365 -1.3015
H 0.6087 4.1278 0.4382
C -0.5207 1.6074 -1.4651
C -1.2276 1.4044 -0.2455
H -1.9411 0.6134 -0.0245
H -1.2603 2.6114 1.6401
H 1.0197 3.1373 -2.0495
H -0.6272 1.0175 -2.3674
O 0.1396 -2.8256 -4.5689
C -0.5131 -1.7800 -3.8063
C -0.0453 -1.9347 -2.3484
H -1.6084 -1.9168 -3.8724
H -0.2661 -0.8009 -4.2518
C 0.3707 -3.4331 -2.2308
H -0.7871 -1.6121 -1.6083
H 0.8216 -1.2658 -2.2246
C 0.3793 -3.9422 -3.6860
H -0.3561 -3.9758 -1.6205
H 1.3500 -3.5674 -1.7701
H -0.4628 -4.6459 -3.7805
H 1.3171 -4.4374 -3.9954
C -4.4421 -2.3023 2.5667
C -3.9779 -0.8974 2.1688
C -5.0294 -0.1894 1.3146
C -3.5889 -0.0557 3.3937
C -4.4942 0.2460 4.3861
C -4.1460 1.0745 5.4577
C -2.8811 1.6712 5.5054
C -1.9393 1.4242 4.5232
C -0.5624 2.0968 4.5114
C -0.6452 3.5867 4.8418
C 0.4089 1.3735 5.4404
C -2.2148 0.4175 3.5065
O -1.3117 -0.0165 2.7348
H -5.3430 -2.2579 3.1924
H -3.6476 -2.8126 3.1248
H -4.6622 -2.8893 1.6676
H -3.0599 -1.0064 1.5737
H -5.9613 -0.0526 1.8766
H -4.6628 0.7945 1.0014
H -5.2422 -0.7765 0.4155
H -5.5030 -0.1690 4.3157
H -4.8714 1.2762 6.2430
H -2.6323 2.3585 6.3216
H -0.1898 1.9886 3.4830
H -0.9872 3.7313 5.8749
H 0.3430 4.0506 4.7300
H -1.3435 4.0913 4.1602
H 0.4643 0.3117 5.1728
H 1.4124 1.8083 5.3670
H 0.0637 1.4605 6.4788